1.
{
  "formula": "C35H44AgClO4Se",
  "method": "ωB97M-V/def2-TZVPD",
  "elements": ["Ag", "C", "C", "C", "C", "C", "C", "C", "Se", "C", "C", "C", "C", "C", "C", "O", "C", "C", "C", "C", "C", "C", "C", "C", "C", "O", "C", "C", "C", "C", "C", "C", "H", "H", "H", "H", "H", "H", "H", "H", "H", "H", "H", "H", "H", "H", "H", "H", "H", "H", "H", "H", "H", "H", "H", "H", "H", "H", "H", "H", "H", "H", "H", "H", "H", "H", "H", "H", "H", "H", "H", "H", "Cl", "C", "C", "C", "C", "O", "C", "C", "O", "C", "H", "H", "H", "H"],
  "xyz": [[-1.345, -2.650, 0.131], [4.334, 1.904, -2.169], [3.100, 1.971, -3.069], [2.474, 3.365, -2.901], [3.567, 1.809, -4.524], [2.077, 0.893, -2.722], [2.237, -0.013, -1.684], [1.286, -0.979, -1.404], [1.596, -2.213, 0.044], [1.481, -1.035, 1.559], [2.527, -0.163, 1.814], [2.504, 0.719, 2.884], [1.349, 0.696, 3.675], [0.277, -0.154, 3.473], [0.344, -1.149, 2.424], [-0.527, -2.070, 2.302], [-0.925, -0.024, 4.425], [-1.292, 1.462, 4.600], [-0.538, -0.600, 5.797], [-2.213, -0.723, 3.966], [3.632, 1.697, 3.201], [4.142, 1.471, 4.633], [3.124, 3.142, 3.078], [4.819, 1.535, 2.252], [0.109, -1.149, -2.198], [-0.678, -2.145, -2.054], [-0.108, -0.135, -3.201], [0.885, 0.797, -3.447], [-1.383, -0.090, -4.061], [-2.611, -0.761, -3.425], [-1.803, 1.367, -4.330], [-1.098, -0.780, -5.404], [5.044, 2.688, -2.450], [4.839, 0.939, -2.255], [4.066, 2.052, -1.121], [3.193, 4.151, -3.158], [2.151, 3.511, -1.868], [1.598, 3.480, -3.541], [4.285, 2.594, -4.792], [2.726, 1.867, -5.217], [4.046, 0.838, -4.663], [3.127, 0.011, -1.068], [3.381, -0.196, 1.150], [1.292, 1.393, 4.506], [-0.476, 2.056, 5.016], [-2.148, 1.555, 5.277], [-1.568, 1.896, 3.637], [0.327, -0.079, 6.215], [-0.281, -1.657, 5.699], [-1.371, -0.512, 6.503], [-2.505, -0.411, 2.963], [-3.014, -0.453, 4.666], [-2.104, -1.802, 3.938], [3.340, 1.592, 5.362], [4.938, 2.184, 4.879], [4.538, 0.459, 4.740], [2.283, 3.319, 3.752], [2.779, 3.336, 2.061], [3.916, 3.859, 3.322], [5.240, 0.529, 2.309], [5.605, 2.250, 2.513], [4.527, 1.720, 1.216], [0.728, 1.506, -4.255], [-2.801, -0.362, -2.426], [-2.482, -1.833, -3.316], [-3.485, -0.555, -4.054], [-1.986, 1.886, -3.387], [-2.728, 1.378, -4.914], [-1.057, 1.935, -4.889], [-0.814, -1.820, -5.236], [-0.277, -0.284, -5.931], [-1.986, -0.763, -6.047], [-8.681, -4.003, -1.896], [-7.054, -4.015, -1.238], [-6.439, -5.247, -0.956], [-5.171, -5.276, -0.455], [-4.389, -4.080, -0.206], [-3.208, -4.186, 0.198], [-5.084, -2.839, -0.462], [-4.545, -1.532, -0.160], [-3.490, -1.232, 0.367], [-6.389, -2.849, -0.986], [-6.983, -6.166, -1.141], [-4.679, -6.216, -0.234], [-5.243, -0.712, -0.449], [-6.873, -1.898, -1.182]],
  "lumo_ev": 4.2,
  "spin_multiplicity": 1,
  "largest_force_ev_per_a": 0.18,
  "total_charge": -2,
  "homo_lumo_gap_ev": 5.8
}


2.
{
  "formula": "C35H44Cl2MoNOP3",
  "method": "ωB97M-V/def2-TZVPD",
  "elements": ["P", "C", "C", "H", "C", "H", "C", "H", "C", "H", "C", "H", "C", "C", "H", "C", "H", "C", "H", "C", "H", "C", "H", "C", "C", "H", "C", "H", "C", "H", "C", "H", "C", "H", "Mo", "C", "C", "H", "C", "O", "H", "C", "H", "C", "Cl", "Cl", "P", "C", "H", "H", "H", "C", "H", "H", "H", "C", "H", "H", "H", "P", "C", "C", "H", "H", "H", "H", "H", "H", "C", "H", "H", "H", "H", "C", "C", "C", "C", "N", "C", "C", "H", "H", "H", "H", "H", "H", "H"],
  "xyz": [[1.603, 1.210, -3.314], [3.279, 1.145, -2.764], [4.118, 0.464, -3.683], [3.712, -0.334, -4.306], [5.440, 0.861, -3.800], [6.035, 0.474, -4.624], [5.990, 1.765, -2.882], [7.023, 2.094, -2.989], [5.217, 2.232, -1.813], [5.679, 2.852, -1.044], [3.863, 1.920, -1.727], [3.260, 2.225, -0.870], [0.762, -0.359, -3.377], [1.312, -1.563, -2.869], [2.059, -1.504, -2.082], [0.842, -2.793, -3.319], [1.263, -3.727, -2.928], [-0.190, -2.833, -4.266], [-0.494, -3.793, -4.689], [-0.850, -1.653, -4.636], [-1.699, -1.691, -5.323], [-0.445, -0.429, -4.114], [-1.049, 0.471, -4.237], [0.651, 2.664, -2.912], [0.833, 3.599, -3.960], [1.598, 3.406, -4.717], [0.035, 4.727, -4.050], [0.154, 5.381, -4.912], [-0.924, 5.001, -3.066], [-1.559, 5.886, -3.149], [-1.054, 4.134, -1.976], [-1.781, 4.370, -1.194], [-0.271, 2.978, -1.873], [-0.343, 2.372, -0.969], [0.317, -0.870, 2.926], [-1.620, -1.696, 2.251], [-1.963, -1.606, 0.951], [-2.284, -2.147, 2.998], [-0.975, -0.873, 0.058], [-1.687, 0.254, -0.506], [-1.200, 0.498, -1.309], [0.136, -0.440, 0.908], [-0.564, -1.553, -0.713], [1.020, 0.262, 1.563], [-0.561, -1.502, 5.038], [2.385, -0.052, 3.991], [1.740, -2.848, 2.366], [2.612, -3.310, 3.886], [1.885, -3.640, 4.634], [3.113, -2.414, 4.270], [3.352, -4.092, 3.694], [0.675, -4.238, 1.887], [0.206, -4.029, 0.919], [-0.116, -4.356, 2.635], [1.242, -5.171, 1.806], [3.002, -2.713, 1.056], [3.515, -1.747, 1.136], [2.537, -2.792, 0.065], [3.751, -3.510, 1.149], [-3.479, -2.293, 0.237], [-4.102, -3.340, 1.535], [-3.030, -3.216, -1.234], [-4.313, -2.727, 2.424], [-3.353, -4.110, 1.777], [-5.029, -3.812, 1.183], [-2.660, -2.560, -2.032], [-3.920, -3.738, -1.602], [-2.263, -3.964, -0.999], [-4.605, -0.969, -0.169], [-4.772, -0.344, 0.718], [-5.558, -1.413, -0.481], [-4.196, -0.354, -0.980], [1.714, 1.070, 1.422], [-2.806, 4.749, 5.005], [-2.036, 3.617, 4.387], [-0.922, 3.090, 5.040], [-0.282, 1.976, 4.492], [-0.732, 1.306, 3.418], [-1.697, 1.918, 2.703], [-2.405, 3.033, 3.170], [-3.203, 4.457, 5.988], [-2.172, 5.632, 5.167], [-3.650, 5.045, 4.373], [-0.560, 3.503, 5.985], [0.625, 1.573, 4.936], [-1.935, 1.490, 1.725], [-3.247, 3.416, 2.586]],
  "lumo_ev": [-5.2, -7.8],
  "spin_multiplicity": 3,
  "largest_force_ev_per_a": 3.33,
  "total_charge": 2,
  "homo_lumo_gap_ev": [7.4, 5.1]
}


3.
{
  "formula": "C35H45BaN4O3PS2",
  "method": "ωB97M-V/def2-TZVPD",
  "elements": ["Ba", "C", "C", "C", "P", "C", "C", "C", "C", "C", "C", "C", "C", "C", "C", "N", "C", "C", "C", "C", "C", "C", "C", "C", "C", "H", "H", "H", "H", "H", "H", "H", "H", "H", "H", "H", "H", "H", "H", "H", "H", "H", "H", "H", "H", "H", "H", "H", "H", "H", "H", "H", "H", "H", "H", "H", "N", "C", "C", "C", "C", "C", "C", "S", "O", "O", "O", "H", "H", "H", "H", "H", "H", "N", "C", "S", "N", "C", "C", "C", "C", "C", "C", "H", "H", "H", "H", "H", "H", "H", "H"],
  "xyz": [[0.443, -0.283, -1.413], [-1.099, 1.387, 3.860], [-1.014, 0.464, 2.648], [-1.838, 1.065, 1.506], [0.664, 0.102, 1.936], [1.512, -1.073, 3.117], [3.026, -0.980, 2.915], [1.157, -1.031, 4.602], [1.559, 1.678, 2.030], [1.985, 2.253, 3.230], [2.665, 3.458, 3.290], [3.102, 4.058, 4.599], [2.917, 4.100, 2.075], [2.519, 3.565, 0.870], [1.831, 2.332, 0.801], [1.449, 1.754, -0.369], [1.627, 2.407, -1.600], [2.632, 1.955, -2.471], [3.672, 0.980, -1.969], [2.700, 2.449, -3.774], [1.801, 3.396, -4.236], [1.875, 3.928, -5.641], [0.819, 3.852, -3.356], [0.710, 3.376, -2.060], [-0.384, 3.857, -1.150], [-2.141, 1.485, 4.175], [-0.732, 2.381, 3.600], [-0.525, 1.032, 4.713], [-1.427, -0.521, 2.905], [-1.407, 2.018, 1.191], [-2.871, 1.249, 1.818], [-1.861, 0.411, 0.630], [1.179, -2.054, 2.751], [3.418, -0.071, 3.371], [3.305, -0.939, 1.859], [3.525, -1.836, 3.376], [1.487, -0.105, 5.073], [1.658, -1.853, 5.120], [0.086, -1.139, 4.771], [1.776, 1.740, 4.161], [2.899, 3.379, 5.428], [2.580, 4.995, 4.805], [4.172, 4.275, 4.602], [3.448, 5.047, 2.079], [2.746, 4.085, -0.054], [4.058, 1.292, -0.999], [4.499, 0.907, -2.675], [3.295, -0.042, -1.823], [3.485, 2.093, -4.433], [2.678, 3.452, -6.202], [2.055, 5.005, -5.642], [0.940, 3.754, -6.176], [0.105, 4.592, -3.701], [-0.961, 4.649, -1.625], [0.020, 4.233, -0.208], [-1.069, 3.040, -0.907], [2.271, -2.425, -0.210], [1.263, -3.144, -0.888], [0.029, -3.375, -0.286], [-1.029, -3.883, -1.043], [-0.859, -4.159, -2.389], [0.380, -3.944, -2.982], [1.432, -3.436, -2.245], [-2.206, -4.751, -3.417], [-2.136, -3.856, -4.567], [-1.899, -6.133, -3.682], [-3.398, -4.522, -2.597], [3.213, -2.690, -0.464], [2.166, -2.426, 0.795], [-0.108, -3.142, 0.765], [-1.999, -4.056, -0.591], [0.499, -4.162, -4.036], [2.394, -3.257, -2.713], [-3.207, -1.773, -2.945], [-3.181, -0.720, -2.161], [-2.317, 0.707, -2.581], [-3.829, -0.758, -0.974], [-4.368, -1.911, -0.333], [-5.316, -2.710, -0.953], [-5.786, -3.842, -0.305], [-5.344, -4.155, 0.971], [-4.420, -3.333, 1.603], [-3.923, -2.217, 0.949], [-2.690, -1.758, -3.812], [-3.546, -2.707, -2.673], [-3.693, 0.069, -0.415], [-5.670, -2.457, -1.943], [-6.497, -4.484, -0.805], [-5.714, -5.040, 1.471], [-4.076, -3.569, 2.602], [-3.183, -1.584, 1.427]],
  "lumo_ev": -0.1,
  "spin_multiplicity": 1,
  "largest_force_ev_per_a": 0.20,
  "homo_lumo_gap_ev": 7.0
}